Here is a structure of composition C31H39N3O6PPt from the OMol25 dataset. Energies are from the ωB97M-V functional and the def2-TZVPD basis.

## Properties
- ⟨S²⟩: 2.0081
- Frontier orbital gap (alpha / beta): 6.936 / 6.602 eV
- Molecular weight: 775.72 g mol⁻¹
- Max |F|: 0.44 eV/A
- Total charge: -1
- 2S+1: 3

Geometry (Å):
C (-3.33966, -0.47520, -1.16690)
H (-3.79518, 0.17013, 4.16316)
H (2.48566, 3.57208, -2.55681)
C (4.38366, -1.18531, -0.17986)
H (0.96724, 3.20124, -3.39482)
C (3.20414, -1.44615, 0.50366)
H (-0.38520, 2.13360, 1.83213)
P (0.44700, 1.33091, -1.27211)
N (1.12111, -2.73654, 0.67576)
H (-3.97820, -1.35707, -1.05430)
C (-0.99158, 2.75022, 1.16303)
H (1.65113, -4.07812, -2.81313)
H (-2.30910, -0.81855, -1.15354)
H (0.16954, 5.26578, 1.48753)
C (3.81204, 1.25586, -3.22903)
H (-4.45005, 1.95468, -1.40162)
H (-3.70978, -4.24132, 3.67019)
C (-0.63958, -5.25515, 2.63479)
N (-1.04580, -2.98143, 2.13668)
H (1.49384, 4.99390, 0.32936)
O (-4.26245, -1.84624, 2.98590)
H (0.55303, 0.89714, -4.28886)
H (2.02554, 0.99329, -5.29601)
C (1.07604, -3.85466, 1.40481)
H (1.80228, -0.35256, -4.14815)
H (-4.98418, 3.59141, 0.37438)
H (-1.65114, 2.08933, 0.59503)
H (3.56580, 0.15041, 1.89275)
C (-1.88439, -5.34470, 3.24002)
C (-3.15038, 0.92252, 3.70955)
O (0.83382, 2.67535, -0.46182)
C (1.73216, -4.17498, -1.72826)
C (2.31599, 1.51883, -3.21596)
H (0.05019, -6.08642, 2.57737)
H (-2.20988, -6.27486, 3.69084)
H (1.89664, -0.40277, 1.86946)
C (3.85470, -2.84707, -1.81638)
H (0.73705, -4.09429, -1.29488)
O (0.27154, 0.22932, -0.25132)
O (1.87672, 1.03198, -1.92480)
H (-4.38640, 3.09307, 2.71579)
H (5.05135, -0.41739, 0.19747)
C (2.65289, -3.12163, -1.17175)
O (-0.64064, 1.54090, -2.24960)
H (4.00332, 0.18293, -3.16942)
C (0.78366, 4.50466, 0.99992)
C (2.33042, -2.42578, -0.00056)
H (1.34643, 3.95886, 1.76171)
C (-3.28779, 0.22592, 1.27797)
C (2.04242, 3.01322, -3.38399)
C (-4.51178, 2.64865, 0.62653)
H (3.11710, -1.39557, 2.64619)
H (-1.61080, 3.42564, 1.75478)
H (2.11398, -5.17373, -1.50143)
C (4.71958, -1.88523, -1.32830)
H (-0.33515, 5.00281, -1.37475)
C (-4.21553, 1.72834, -0.36620)
O (1.95345, -4.71017, 1.54810)
C (-2.72025, -4.23671, 3.23517)
C (-3.61045, 0.51466, -0.06430)
H (5.65482, -1.68365, -1.83735)
C (-0.95514, 4.31736, -0.78965)
Pt (-0.55976, -1.28409, 0.88212)
H (-1.72172, 4.88748, -0.25850)
H (-3.51999, -0.02286, -2.14220)
C (-4.17730, 2.36456, 1.93893)
C (-0.09837, 3.54603, 0.21560)
C (-3.15888, -1.87421, 2.43814)
C (-2.26870, -3.07425, 2.64059)
C (-0.25266, -4.04435, 2.09187)
H (-1.44147, 3.61768, -1.47003)
C (-3.55607, 1.16981, 2.28392)
C (1.62796, 0.71368, -4.31695)
H (4.25683, 1.65234, -4.14440)
H (2.47391, 3.36013, -4.32552)
N (-2.62572, -0.98552, 1.58969)
H (4.28270, 1.73441, -2.36646)
H (4.10783, -3.39575, -2.71922)
C (2.92783, -0.72890, 1.79913)
H (-3.20618, 1.84243, 4.29240)
H (-2.12601, 0.53961, 3.75671)